C3H6N2O2 | wB97M-V/def2-TZVPD

Results
Lowest unoccupied orbital energy in eV: 0.06
Energy in eV: -10280.141
Energy above the lowest of the compared OMol25 structures with the same formula, charge and spin in kJ/mol: 449.32
Max |F| in eV Å⁻¹: 2.582
HOMO energy in eV: -9.78
Structure (SMILES): CN(CC=O)N=O

Geometry as XYZ:
```
13
Properties=species:S:1:pos:R:3:forces:R:3
C 0.140561 -1.446744 -0.203263 0.078 -0.423 0.540
N -0.639818 -0.231887 -0.433613 -0.217 -0.518 -0.829
C 0.144660 0.960381 -0.767380 -0.159 0.150 0.350
C 0.685519 1.327523 0.593971 2.275 0.654 1.031
O 1.868475 1.255094 0.922547 -2.258 0.077 -0.697
N -1.778278 0.026240 0.301178 1.305 -0.380 1.411
O -1.875475 -0.668745 1.305024 -0.444 0.230 -1.726
H 0.552827 -1.488592 0.811061 -0.110 -0.032 -0.044
H 0.988238 -1.523437 -0.894532 -0.365 0.441 0.003
H -0.477092 -2.337781 -0.367158 -0.061 0.345 0.183
H 0.970268 0.739226 -1.451865 -0.379 -0.128 0.075
H -0.476586 1.775246 -1.155275 -0.092 -0.291 0.039
H -0.103298 1.613475 1.339305 0.428 -0.126 -0.337
```
Positions in Å, forces in eV/Å.

Here are the Mulliken charges for atoms 1 to 4, given in e:
1. C -0.751
2. N 0.328
3. C -0.515
4. C 0.138